1.
Computed, not measured: a molecular structure, C4H7NO, with ωB97M-V/def2-TZVPD.

For the energy above the lowest of the compared OMol25 structures with the same formula, charge and spin, the calculation gives 798.4 kJ/mol. The orbital gap (alpha / beta) is 8.89 / 8.89 eV. The energy comes out at -7791.3694 eV. The HOMO energy (alpha / beta) comes out at -9.5 / -9.5 eV.

Cartesian coordinates (Å):
O (2.09434, 0.52043, 0.04451)
C (0.90149, 0.37149, -0.43903)
C (0.22427, -0.81842, 0.09070)
C (-1.22461, -0.36908, -0.07565)
N (-1.30896, 0.48267, 1.13845)
C (-0.61635, 0.95113, -0.06695)
H (2.24478, -0.99180, -0.05625)
H (0.76421, 0.48221, -1.53452)
H (0.43739, -0.99028, 1.14659)
H (1.66961, -1.66684, -0.19615)
H (-2.06387, -0.77221, -0.62516)
H (-2.21727, 0.95097, 1.17545)
H (-0.90503, 1.84972, -0.60200)

Formally, the natural (NBO) partial charges of the atoms, in units of the elementary charge, are as follows: -0.638, 0.080, -0.038, -0.159, -0.577, -0.042, 0.204, 0.158, 0.226, -0.044, 0.237, 0.360, 0.234


2.
Computed, not measured: 2 unconnected molecules or ions with the total composition C2H6FN2 at a distorted geometry, with ωB97M-V/def2-TZVPD.

For the energy above the lowest of the compared OMol25 structures with the same formula, charge and spin, the calculation gives 570.9 kJ/mol. The orbital gap (alpha / beta) is 6.77 / 6.76 eV. As for the net charge: +1. The energy comes out at -7856.7439 eV. The HOMO energy (alpha / beta) comes out at -14.5 / -14.5 eV.

Cartesian coordinates (Å):
C (1.21622, 0.84188, -1.30862)
C (-0.55774, -0.14651, 1.50165)
N (1.12228, 0.44158, -2.51794)
N (-1.05415, 0.44723, 0.38927)
F (2.18583, 1.63989, -0.98089)
H (0.01572, 0.45800, 2.21776)
H (-0.08691, -1.10982, 1.25719)
H (-1.46803, -0.49870, 2.04213)
H (0.35567, -0.16737, -2.79321)
H (1.79208, 0.69624, -3.25207)
H (-1.12383, 1.46308, 0.42439)

Formally, the natural (NBO) partial charges of the atoms, in units of the elementary charge, are as follows: 0.590, -0.524, -0.756, -0.157, -0.279, 0.238, 0.284, 0.353, 0.447, 0.433, 0.370


3.
Computed, not measured: 2 unconnected molecules or ions with the total composition C3H6ClO2S at a distorted geometry, with ωB97M-V/def2-TZVPD.

For the energy above the lowest of the compared OMol25 structures with the same formula, charge and spin, the calculation gives 386.4 kJ/mol. The orbital gap (alpha / beta) is 6.95 / 7.06 eV. As for the net charge: -1. The energy comes out at -30657.8563 eV. The HOMO energy (alpha / beta) comes out at -3.5 / -3.6 eV.

Cartesian coordinates (Å):
C (0.00540, 0.31043, -1.44312)
C (-1.68772, -0.39672, 1.76915)
C (0.37605, 0.54645, -0.01111)
O (1.16679, -2.00065, 0.07490)
O (2.69777, -0.09971, -0.58694)
S (1.73157, -0.66714, 0.43097)
Cl (0.65875, 2.15749, 0.31110)
H (0.40747, -0.58613, -1.72893)
H (-1.04097, 0.42459, -1.87656)
H (0.62401, 1.10013, -1.98388)
H (-2.20652, 0.54659, 2.03267)
H (-0.83742, -0.57920, 2.30930)
H (-1.89515, -0.75614, 0.70246)

Formally, the natural (NBO) partial charges of the atoms, in units of the elementary charge, are as follows: -0.716, -0.543, -0.257, -1.041, -1.046, 1.462, -0.020, 0.240, 0.198, 0.213, 0.148, 0.169, 0.192


4.
Computed, not measured: C2H2N2O3 in the gas phase at a distorted geometry, with ωB97M-V/def2-TZVPD.

The multiplicity is 3. For the energy above the lowest of the compared OMol25 structures with the same formula, charge and spin, the calculation gives 420.6 kJ/mol. The orbital gap (alpha / beta) is 6.51 / 6.16 eV. The energy comes out at -11220.2528 eV. The HOMO energy (alpha / beta) comes out at -6.2 / -9.4 eV.

Cartesian coordinates (Å):
C (-0.18364, -0.78157, -0.56631)
C (0.93644, 0.18266, -0.38323)
N (0.46160, 0.98885, 0.62379)
N (-1.20160, -0.51784, 0.15754)
O (-2.29532, -0.89944, 0.31417)
O (2.03870, 0.31445, -0.87157)
O (-0.82054, 0.80628, 1.01416)
H (-0.14369, -1.54453, -1.39087)
H (1.20806, 1.45113, 1.10232)

Formally, the natural (NBO) partial charges of the atoms, in units of the elementary charge, are as follows: -0.322, 0.470, -0.098, 0.288, -0.333, -0.515, -0.163, 0.256, 0.416


5.
Computed, not measured: 12 unconnected molecules or ions with the total composition H24O12 at a distorted geometry, with ωB97M-V/def2-TZVPD.

For the energy above the lowest of the compared OMol25 structures with the same formula, charge and spin, the calculation gives 498.8 kJ/mol. The orbital gap is 8.81 eV. The energy comes out at -24956.5244 eV. The HOMO energy comes out at -9.0 eV.

Cartesian coordinates (Å):
O (0.23680, 0.82170, -0.11571)
H (-0.62995, 0.55005, 0.22977)
H (0.89533, 0.48154, 0.44950)
O (4.01157, -1.20673, 1.92997)
H (3.59476, -2.01223, 1.47374)
H (3.37023, -0.64832, 2.34764)
O (5.17751, 1.74422, 0.62172)
H (6.12096, 1.78187, 0.66614)
H (5.03355, 1.35640, 1.49310)
O (2.63604, 0.02116, -2.01724)
H (2.84622, 0.72257, -2.63036)
H (3.34124, 0.08004, -1.29613)
O (-2.02650, 2.19250, 2.76888)
H (-1.76335, 2.30781, 1.88258)
H (-2.91073, 1.78630, 2.66021)
O (-0.22471, -3.93960, -0.79075)
H (0.45762, -3.19880, -1.01689)
H (-0.61800, -4.10255, -1.62588)
O (-1.36353, -0.24184, 3.65068)
H (-2.31819, -0.47764, 3.97499)
H (-1.32697, -0.18800, 2.68502)
O (-4.31894, 1.94961, -0.44103)
H (-4.76153, 2.17136, -1.24638)
H (-3.84343, 2.75354, -0.24358)
O (0.03951, 4.42826, -2.24604)
H (0.23335, 3.52523, -1.94513)
H (0.84500, 4.77739, -2.46186)
O (1.18041, -1.84120, -1.92144)
H (1.84024, -1.44615, -2.49267)
H (0.34977, -1.29597, -2.24966)
O (-1.54256, -2.74595, 0.34968)
H (-1.08746, -2.25753, 0.96233)
H (-1.62497, -3.59049, 0.86043)
O (-3.98777, -1.07106, -1.53845)
H (-3.13171, -1.55415, -1.35510)
H (-4.72980, -1.63335, -1.37203)

Formally, the natural (NBO) partial charges of the atoms, in units of the elementary charge, are as follows: -0.938, 0.467, 0.471, -0.966, 0.492, 0.474, -0.934, 0.465, 0.469, -0.962, 0.477, 0.501, -0.922, 0.458, 0.465, -0.979, 0.502, 0.455, -0.944, 0.479, 0.464, -0.930, 0.470, 0.460, -0.933, 0.474, 0.460, -0.975, 0.502, 0.478, -0.922, 0.446, 0.478, -0.961, 0.490, 0.470


6.
Computed, not measured: a molecular structure, C13H47BN15O9Pd at a distorted geometry, with ωB97M-V/def2-TZVPD.

The multiplicity is 3. For the energy above the lowest of the compared OMol25 structures with the same formula, charge and spin, the calculation gives 0.0 kJ/mol. The orbital gap (alpha / beta) is 8.72 / 6.64 eV. As for the net charge: +1. The energy comes out at -59171.8504 eV. The HOMO energy (alpha / beta) comes out at -10.5 / -10.5 eV.

Cartesian coordinates (Å):
Pd (2.30133, 1.43575, -0.20799)
B (1.30167, -0.52145, 0.27110)
H (1.77018, -0.30562, -0.67661)
H (0.36028, 0.00486, 0.30295)
H (1.11006, -1.57046, 0.43572)
H (2.00513, -0.14994, 1.00005)
C (-7.41607, 0.40402, -1.74328)
O (-7.37822, 1.02105, -0.41720)
C (-7.60255, 0.13224, 0.70710)
C (-6.36893, -0.85306, 0.93963)
N (-5.09621, -0.17321, 1.01025)
C (-3.84962, -0.97155, 1.06043)
C (-2.78045, 0.04604, 1.14316)
O (-2.61088, 0.75854, 2.30186)
C (-1.32487, 1.38667, 2.49991)
H (-6.98792, 0.95369, -2.58153)
H (-8.35276, -0.06736, -2.04078)
H (-6.69817, -0.40833, -1.63009)
H (-8.57813, -0.34080, 0.59495)
H (-7.68217, 0.71940, 1.62198)
H (-6.48534, -1.63670, 0.19099)
H (-6.55836, -1.34759, 1.89234)
H (-5.10139, 0.44774, 0.21370)
H (-3.64364, -1.62322, 0.21131)
H (-3.83828, -1.52325, 2.00043)
H (-2.81840, 0.66103, 0.24402)
H (-1.89205, -0.57686, 1.03894)
H (-0.48005, 0.76964, 2.80594)
H (-1.35033, 2.04500, 3.36827)
H (-1.06584, 1.95907, 1.60920)
C (2.53125, -3.62188, -1.69809)
O (2.91562, -4.62154, -2.27003)
N (2.63592, -3.40612, -0.44246)
N (2.01645, -2.61471, -2.32943)
H (2.31371, -2.51694, -0.08802)
H (3.01778, -4.07385, 0.21208)
H (1.96893, -2.67668, -3.33641)
H (1.43971, -1.97622, -1.80045)
C (-0.83009, -1.28818, -2.84037)
O (-0.26130, -0.25411, -3.09989)
N (-1.34087, -1.99690, -3.74713)
N (-1.17790, -1.75877, -1.68228)
H (-1.95697, -2.70919, -3.38222)
H (-1.18943, -1.84080, -4.73344)
H (-1.43123, -2.72233, -1.51652)
H (-0.78723, -1.21901, -0.92324)
C (3.21385, 0.60948, -3.59891)
O (3.03605, 0.94372, -2.40961)
N (2.31360, 0.00211, -4.29290)
N (4.32594, 0.76880, -4.25420)
H (1.38588, -0.12178, -3.91331)
H (2.47422, -0.06818, -5.28756)
H (4.18283, 0.33680, -5.15586)
H (5.20454, 1.04590, -3.84022)
C (2.87307, -1.14592, 3.84529)
O (3.47069, -0.11129, 3.70470)
N (1.79791, -1.48253, 3.12894)
N (3.20680, -2.07443, 4.71380)
H (1.61479, -1.03461, 2.24241)
H (1.32098, -2.35921, 3.28406)
H (2.48256, -2.76889, 4.82915)
H (4.05241, -1.92379, 5.24516)
C (5.28731, 0.12827, 0.38785)
O (4.32618, 0.86631, 0.04414)
N (5.29757, -0.59405, 1.43882)
N (6.33918, 0.04100, -0.29068)
H (6.17933, -1.03803, 1.65211)
H (4.66343, -0.32510, 2.17750)
H (7.07921, -0.40291, 0.23410)
H (6.39768, 0.34844, -1.25097)
C (-0.57053, 2.79527, -1.44808)
O (0.57896, 2.40528, -1.11759)
N (-1.21508, 2.26717, -2.39032)
N (-1.15800, 3.83832, -0.92140)
H (-2.08928, 2.66543, -2.70219)
H (-0.88075, 1.38059, -2.74003)
H (-1.96493, 4.26700, -1.35176)
H (-0.66510, 4.52358, -0.36682)
C (1.73676, 2.94875, 2.77568)
O (2.16945, 2.57091, 1.70901)
N (1.94403, 2.29218, 3.87379)
N (1.08294, 4.05202, 2.94534)
H (2.33408, 1.36223, 3.81756)
H (1.74062, 2.64068, 4.79968)
H (0.96970, 4.66071, 2.14735)
H (0.70904, 4.31148, 3.84700)

Formally, the Mulliken partial charges of the atoms, in units of the elementary charge, are as follows: -0.376, 2.769, 0.025, -0.955, -0.193, -0.050, -0.702, -0.362, -0.513, -0.832, -0.105, -0.799, 0.331, -0.529, -0.409, 0.301, 0.306, 0.245, 0.379, 0.293, 0.351, 0.414, 0.241, 0.273, 0.415, 0.133, -0.100, 0.143, 0.343, 0.119, 0.446, -0.756, -0.129, 0.054, 0.502, 0.213, 0.221, -0.270, 0.552, -0.892, -0.342, -0.070, 0.138, 0.263, 0.287, -0.383, 0.402, -0.336, -0.218, -0.394, 0.163, 0.203, 0.131, 0.244, 0.911, -0.894, -0.172, -0.430, -0.231, 0.231, 0.176, 0.259, 0.476, -0.582, -0.267, -0.388, 0.166, 0.235, 0.120, 0.253, 0.515, -0.688, -0.218, -0.392, 0.210, 0.199, 0.159, 0.237, 0.589, -0.662, -0.248, -0.388, 0.058, 0.188, 0.229, 0.163


7.
Computed, not measured: C20H24FN3O in the gas phase, with ωB97M-V/def2-TZVPD.

For the energy above the lowest of the compared OMol25 structures with the same formula, charge and spin, the calculation gives 68.8 kJ/mol. The orbital gap is 7.94 eV. The energy comes out at -30365.3186 eV. The HOMO energy comes out at -7.3 eV.

Cartesian coordinates (Å):
C (8.47404, -0.61445, 1.16925)
C (7.55206, 0.17798, 0.24900)
C (8.00215, 0.05785, -1.21001)
C (6.12403, -0.36370, 0.34801)
O (5.87436, -1.50636, 0.66219)
N (5.19045, 0.56732, 0.00959)
C (3.79648, 0.43529, -0.07025)
C (3.05143, 1.54908, -0.44743)
C (1.67791, 1.48578, -0.54629)
C (0.98899, 0.30169, -0.25703)
N (-0.38171, 0.23862, -0.37141)
C (-1.08397, -1.02118, -0.33956)
C (-2.47886, -0.85188, -0.93947)
N (-3.24952, 0.08146, -0.15139)
C (-4.60974, -0.02658, -0.01407)
C (-5.37085, -0.76291, -0.93344)
C (-6.74007, -0.87316, -0.80100)
C (-7.37215, -0.23664, 0.25012)
F (-8.71781, -0.33929, 0.37907)
C (-6.65612, 0.50318, 1.17139)
C (-5.28545, 0.60184, 1.04162)
C (-2.48384, 1.08366, 0.54988)
C (-1.21210, 1.41206, -0.23367)
C (1.74931, -0.81194, 0.11711)
C (3.12476, -0.75031, 0.20551)
H (8.18952, -0.46834, 2.20855)
H (9.50659, -0.29925, 1.03931)
H (8.39305, -1.67413, 0.94201)
H (7.56128, 1.23364, 0.54402)
H (7.34530, 0.61891, -1.87242)
H (7.98731, -0.98591, -1.51508)
H (9.01529, 0.43752, -1.32420)
H (5.52936, 1.48813, -0.23307)
H (3.55561, 2.47849, -0.67720)
H (1.14059, 2.36300, -0.87073)
H (-0.53195, -1.75161, -0.93755)
H (-1.17907, -1.41491, 0.68493)
H (-2.97692, -1.82486, -0.93902)
H (-2.38319, -0.51111, -1.98111)
H (-4.89378, -1.24063, -1.77364)
H (-7.32034, -1.44006, -1.51188)
H (-7.17007, 0.98706, 1.98699)
H (-4.73736, 1.16035, 1.78273)
H (-2.20800, 0.74896, 1.56179)
H (-3.08034, 1.99546, 0.64000)
H (-1.49353, 1.81170, -1.21932)
H (-0.66392, 2.18766, 0.30706)
H (1.26534, -1.74396, 0.35982)
H (3.68540, -1.62110, 0.49975)

Formally, the natural (NBO) partial charges of the atoms, in units of the elementary charge, are as follows: -0.600, -0.302, -0.597, 0.688, -0.617, -0.598, 0.104, -0.209, -0.266, 0.163, -0.433, -0.217, -0.203, -0.457, 0.260, -0.284, -0.255, 0.353, -0.332, -0.255, -0.286, -0.216, -0.212, -0.220, -0.224, 0.214, 0.204, 0.227, 0.198, 0.206, 0.217, 0.211, 0.393, 0.201, 0.213, 0.215, 0.180, 0.213, 0.184, 0.215, 0.228, 0.228, 0.215, 0.182, 0.213, 0.185, 0.215, 0.207, 0.254


8.
Computed, not measured: a gas-phase ion, C6H9O5S (charge -1) at a distorted geometry, with ωB97M-V/def2-TZVPD.

For the energy above the lowest of the compared OMol25 structures with the same formula, charge and spin, the calculation gives 279.0 kJ/mol. The orbital gap (alpha / beta) is 5.71 / 5.71 eV. As for the net charge: -1. The energy comes out at -27438.1362 eV. The HOMO energy (alpha / beta) comes out at -2.3 / -2.3 eV.

Cartesian coordinates (Å):
C (-0.93866, 3.12981, 0.38882)
C (-0.54274, -0.60035, -0.40188)
C (2.00370, -2.71251, 1.37292)
C (-0.46729, 1.82536, -0.34878)
C (-1.23795, 0.51680, 0.25710)
C (1.29517, -2.12766, 0.15067)
O (0.39893, -1.24964, 0.41357)
O (-0.61284, 3.47139, 1.49793)
O (-0.02672, -0.22267, -1.67058)
O (-0.76856, 2.01315, -1.72823)
O (-2.63034, 0.54772, -0.01277)
S (1.84724, -2.39714, -1.44984)
H (-1.61304, 3.88108, -0.15615)
H (2.98325, -2.32988, 1.30470)
H (1.39636, -2.48989, 2.25675)
H (2.01043, -3.84563, 1.30588)
H (0.57240, 1.70158, 0.03016)
H (-1.20358, 0.45489, 1.33399)
H (-0.38770, 1.17739, -2.01867)
H (-2.81547, 0.06981, -0.75106)
H (0.73739, -0.81363, -1.77450)

Formally, the natural (NBO) partial charges of the atoms, in units of the elementary charge, are as follows: 0.452, 0.146, -0.671, -0.038, -0.003, 0.258, -0.441, -0.576, -0.814, -0.746, -0.729, -0.412, 0.094, 0.229, 0.217, 0.215, 0.175, 0.194, 0.497, 0.467, 0.485